Formula: C3H9O2
Source: the OMol25 dataset
Level of theory: ωB97M-V/def2-TZVPD

For the total energy, the calculation gives -270.13957 Eh. The energy above the lowest of the compared OMol25 structures with the same formula, charge and spin comes out at 1.2564 eV. Its maximum force is 2.99 eV/A. The calculation puts the lowest unoccupied orbital energy at 4.389 eV. The value obtained for the HOMO-LUMO gap is 7.24 eV.

Geometry as ORCA input:
```
! RIJCOSX wB97M-V def2-TZVPD def2/J DEFGRID3
* xyz -1 1
O 0.152 -0.094 -1.116
O 1.455 -0.799 1.025
C 0.657 -1.558 1.813
C -0.826 0.651 -0.535
C -1.245 1.878 -1.398
H 1.228 -2.072 2.632
H 0.995 -0.373 0.226
H -0.690 1.565 -2.281
H -1.730 0.053 -0.266
H -0.263 -1.142 2.211
H -2.330 1.852 -1.703
H -0.602 0.797 0.614
H -1.048 2.883 -1.012
H 0.206 -2.423 1.227
*
```